(1)
Here is a molecular structure, C9H14N2PPr in a non-equilibrium geometry from the OMol25 dataset. Energies are from the ωB97M-V functional and the def2-TZVPD basis.

Structure (XYZ):
```
27
C9H14N2PPr, DFT the ωB97M-V functional and the def2-TZVPD basis
C 1.056 0.252 -2.853
C 1.446 -1.009 -3.210
C 1.050 -2.228 -2.599
C -0.115 -2.453 -1.799
C -0.904 -1.448 -1.293
Pr 1.109 -0.559 -0.637
P 0.978 2.412 -1.353
H 1.275 1.116 -3.510
H 2.203 -1.168 -4.012
H 1.579 -3.120 -2.961
H -1.936 -1.541 -0.999
H -0.278 -3.535 -1.613
H -0.312 3.010 -1.216
H 1.292 3.075 -2.580
H 1.782 3.261 -0.545
C -1.304 -1.470 2.264
C -0.763 -0.098 2.371
N 0.081 0.566 1.580
C 0.132 1.882 2.116
C -0.680 1.968 3.206
N -1.201 0.686 3.370
H -0.973 -2.083 3.118
H -2.403 -1.409 2.289
H -1.004 -1.925 1.306
H 0.706 2.651 1.627
H -0.945 2.789 3.864
H -1.871 0.378 4.069
```

Calculated values
Frontier orbital gap (alpha / beta)   5.81 / 5.80 eV
Molar mass   322.107 g mol⁻¹
F_max   2.25 eV Å⁻¹
HOMO level (alpha / beta)   -5.9 / -5.9 eV
2S+1   3
Energy   -35892.366 eV
Relative energy (zero: lowest compared OMol25 entry of this formula, charge and spin)   0.0 kcal per mole

Atomic charges from the Mulliken analysis, expressed in e, are listed below: atom 1 (C): -0.551, atom 2 (C): -0.283, atom 3 (C): -0.407, atom 4 (C): -0.202, atom 5 (C): -0.900, atom 6 (Pr): 0.664, atom 7 (P): -0.131, atom 8 (H): 0.240, atom 9 (H): 0.259, atom 10 (H): 0.362, atom 11 (H): 0.407, atom 12 (H): 0.248, atom 13 (H): 0.093, atom 14 (H): 0.065, atom 15 (H): 0.069, atom 16 (C): -0.936, atom 17 (C): 0.404, atom 18 (N): -0.068, atom 19 (C): -0.424, atom 20 (C): -0.518, atom 21 (N): -0.071, atom 22 (H): 0.328, atom 23 (H): 0.324, atom 24 (H): 0.079, atom 25 (H): 0.337, atom 26 (H): 0.392, atom 27 (H): 0.219


(2)
Here is a molecular structure, C9H17BaN3O3 in a non-equilibrium geometry from the OMol25 dataset. Energies are from the ωB97M-V functional and the def2-TZVPD basis.

Structure (XYZ):
```
33
C9H17BaN3O3, DFT the ωB97M-V functional and the def2-TZVPD basis
Ba -1.403 1.198 3.165
O -1.358 1.088 -1.628
C -1.012 0.869 -2.769
O 0.722 -0.620 -1.016
C 0.528 -0.941 -2.173
O 1.009 -2.046 -2.809
N -0.236 -0.226 -3.119
C 0.734 -1.970 -4.257
C -0.109 -0.746 -4.480
H 0.211 -2.884 -4.589
H 1.701 -1.869 -4.793
H -1.095 -0.989 -4.915
H 0.401 -0.011 -5.122
C -1.422 1.745 -3.882
C -2.099 2.879 -3.632
H -1.155 1.439 -4.899
H -2.385 3.174 -2.626
H -2.350 3.542 -4.456
N -0.754 -1.224 3.241
C -0.395 -0.916 4.722
C 0.990 -0.251 4.793
C 1.707 0.142 3.500
N 1.027 1.331 2.813
H 0.042 -1.714 2.787
H -1.518 -1.913 3.173
H -1.195 -0.318 5.195
H -0.453 -1.838 5.305
H 0.942 0.598 5.490
H 1.638 -0.962 5.329
H 2.741 0.440 3.738
H 1.783 -0.665 2.769
H 1.434 1.452 1.865
H 1.328 2.206 3.280
```

Calculated values
Frontier orbital gap   7.42 eV
Molar mass   352.581 g mol⁻¹
F_max   2.53 eV Å⁻¹
Charge   +2
HOMO level   -14.6 eV
Energy   -20900.899 eV

Atomic charges from the Mulliken analysis, expressed in e, are listed below: atom 1 (Ba): 1.772, atom 2 (O): -0.599, atom 3 (C): 0.828, atom 4 (O): -0.590, atom 5 (C): 0.454, atom 6 (O): -0.352, atom 7 (N): 0.175, atom 8 (C): -0.334, atom 9 (C): -0.562, atom 10 (H): 0.297, atom 11 (H): 0.258, atom 12 (H): 0.346, atom 13 (H): 0.322, atom 14 (C): -0.232, atom 15 (C): -0.745, atom 16 (H): 0.212, atom 17 (H): 0.245, atom 18 (H): 0.284, atom 19 (N): -0.576, atom 20 (C): -1.062, atom 21 (C): -0.181, atom 22 (C): -0.550, atom 23 (N): -0.719, atom 24 (H): 0.204, atom 25 (H): 0.249, atom 26 (H): 0.367, atom 27 (H): 0.400, atom 28 (H): 0.333, atom 29 (H): 0.306, atom 30 (H): 0.407, atom 31 (H): 0.446, atom 32 (H): 0.246, atom 33 (H): 0.349